The following is a DFT calculation (ωB97M-V/def2-TZVPD) of C6H12N2 in the gas phase.

Computed properties:
- Calculated total energy: -9396.26820 eV
- M: 112.2 u
- HOMO-LUMO gap: 9.1 eV

The geometry in ORCA input format:
```
! RIJCOSX wB97M-V def2-TZVPD def2/J DEFGRID3
* xyz 0 1
H -0.580 1.215 2.071
N -1.042 1.083 1.168
C -0.378 0.268 0.410
N -0.754 -0.072 -0.874
C -1.820 0.338 -1.640
C -2.777 1.234 -1.384
C 0.930 -0.327 0.963
C 2.114 0.482 0.444
C 1.090 -1.812 0.649
H -0.148 -0.721 -1.362
H -1.841 -0.173 -2.600
H -2.805 1.781 -0.447
H -3.554 1.445 -2.109
H 0.904 -0.230 2.056
H 2.230 0.374 -0.639
H 3.045 0.158 0.921
H 1.980 1.549 0.656
H 1.925 -2.235 1.217
H 1.296 -1.988 -0.412
H 0.184 -2.369 0.911
*
```